Here is a cluster of 2 separate species, C2H9N in total in a non-equilibrium geometry from the Open Molecules 2025 dataset. Energies are from the ωB97M-V functional and the def2-TZVPD basis.

CARTESIAN COORDINATES (ANGSTROEM)
C  -1.4127  -0.4055  0.9147
N  -0.9865  0.4597  -0.2256
H  -1.0581  0.2985  1.6930
H  -0.9663  -1.4492  0.8976
H  -2.5454  -0.4827  1.0690
H  -1.4563  1.3433  -0.1007
H  -1.4958  0.0878  -1.1021
C  2.0028  0.0353  -0.5196
H  2.0196  -0.8974  -1.1721
H  1.5374  0.8730  -1.0790
H  3.0311  0.3676  -0.7310
H  1.3302  -0.2303  0.3559

Output
LUMO energy	1.050	eV
SMILES	CN.C
Kohn-Sham gap	10.64	eV
E_HOMO	-9.59	eV
spin multiplicity	1

Atomic partial charges in e from the Mulliken method, atoms 1 to 5: C -0.754; N -0.522; H 0.306; H 0.253; H 0.282



Here is a cluster of 2 separate species, C2H9N in total from the Open Molecules 2025 dataset. Energies are from the ωB97M-V functional and the def2-TZVPD basis.

CARTESIAN COORDINATES (ANGSTROEM)
H  -1.9309  -0.8470  2.9894
H  -1.2781  -0.5413  2.7270
C  2.7736  -2.3709  0.1307
C  3.3053  -1.8688  1.4640
N  3.1610  -0.4094  1.5370
H  1.7181  -2.0746  0.0100
H  2.8391  -3.4705  0.0740
H  3.3571  -1.9405  -0.7005
H  2.7044  -2.3007  2.2873
H  4.3497  -2.2118  1.5938
H  3.5194  -0.0600  2.4326
H  3.7361  0.0297  0.8096

Output
LUMO energy	1.223	eV
SMILES	[H][H].CCN
Kohn-Sham gap	10.58	eV
E_HOMO	-9.35	eV
spin multiplicity	1

Atomic partial charges in e from the Mulliken method, atoms 1 to 5: H 0.075; H -0.076; C -1.007; C -0.266; N -0.593



Here is a cluster of 2 separate species, C2H9N2 in total in a non-equilibrium geometry from the Open Molecules 2025 dataset. Energies are from the ωB97M-V functional and the def2-TZVPD basis.

CARTESIAN COORDINATES (ANGSTROEM)
N  -2.0998  0.0030  -0.2919
H  -2.5582  0.7716  -0.7855
H  -2.6789  -0.2939  0.4912
H  -2.0138  -0.7402  -0.9847
H  -1.0763  0.2802  -0.0216
C  1.2884  -1.0432  0.1471
C  1.1878  1.3116  0.2724
N  0.5721  0.2176  0.2282
H  1.7801  -1.1766  -0.8204
H  0.6102  -1.8877  0.2545
H  2.0609  -1.0957  0.9137
H  0.6530  2.2521  0.3511
H  2.2745  1.4012  0.2458

Output
LUMO energy	-3.630	eV
Kohn-Sham gap	11.11	eV
E_HOMO	-14.74	eV
total charge	+1
spin multiplicity	1

Atomic partial charges in e from the Mulliken method, atoms 1 to 5: N -0.469; H 0.398; H 0.376; H 0.378; H 0.435



Here is a cluster of 2 separate species, C2H9N2O in total in a non-equilibrium geometry from the Open Molecules 2025 dataset. Energies are from the ωB97M-V functional and the def2-TZVPD basis.

CARTESIAN COORDINATES (ANGSTROEM)
C  -2.7120  -0.2183  0.2682
O  -1.4013  -0.3616  -0.0772
H  -3.1482  -1.1923  0.5941
H  -3.3615  0.1472  -0.5554
H  -2.8816  0.4888  1.1169
N  1.2543  1.3042  0.4643
C  1.9468  0.0465  0.1242
N  1.1826  -0.8167  -0.8100
H  1.3254  1.5219  1.4441
H  0.2827  1.1964  0.1600
H  2.1454  -0.5013  1.0589
H  2.8984  0.1633  -0.3829
H  1.2425  -0.3580  -1.7191
H  0.1639  -0.6986  -0.6092

Output
LUMO energy	4.520	eV
Kohn-Sham gap	7.29	eV
E_HOMO	-2.77	eV
total charge	-1
spin multiplicity	1

Atomic partial charges in e from the Mulliken method, atoms 1 to 5: C -0.752; O -0.797; H 0.181; H 0.195; H 0.176



Here is a cluster of 2 separate species, C2H9N2O in total in a non-equilibrium geometry from the Open Molecules 2025 dataset. Energies are from the ωB97M-V functional and the def2-TZVPD basis.

CARTESIAN COORDINATES (ANGSTROEM)
C  2.2105  -0.3878  1.3627
O  0.8290  -0.2598  1.0901
H  2.9779  -0.4595  0.5753
H  2.6306  0.4661  2.0740
H  2.4104  -1.4194  2.0407
N  -1.0700  1.3434  -0.2595
C  -1.7178  0.2020  -0.9160
N  -0.6453  -0.8820  -1.2876
H  -0.3519  0.9635  0.4732
H  -0.3926  1.6680  -1.0288
H  -2.4125  -0.3238  -0.2345
H  -2.3744  0.4896  -1.7703
H  -0.1736  -0.5614  -2.1035
H  0.1047  -0.8594  -0.5974

Output
LUMO energy	4.558	eV
Kohn-Sham gap	7.61	eV
E_HOMO	-3.05	eV
total charge	-1
spin multiplicity	1

Atomic partial charges in e from the Mulliken method, atoms 1 to 5: C -0.628; O -0.849; H 0.215; H 0.153; H 0.116



Here is a cluster of 2 separate species, C2H9N2O in total in a non-equilibrium geometry from the Open Molecules 2025 dataset. Energies are from the ωB97M-V functional and the def2-TZVPD basis.

CARTESIAN COORDINATES (ANGSTROEM)
C  -0.8919  0.2428  -0.2805
C  0.2627  -0.1923  -0.8015
N  1.4534  0.6671  -0.7377
N  -2.0634  -0.4400  -0.3713
H  -0.9185  1.1286  0.3430
H  0.2961  -1.0521  -1.4518
H  2.1995  0.0838  -0.4392
H  1.6686  1.0909  -1.6350
H  1.3676  1.3442  0.0212
H  -2.0322  -1.3622  -0.7642
H  -2.8779  0.0039  0.0048
H  -0.0630  -0.7294  1.5920
H  0.8651  -0.5574  2.7080
O  0.7339  -0.2279  1.8122

Output
LUMO energy	-3.236	eV
Kohn-Sham gap	9.78	eV
E_HOMO	-13.02	eV
total charge	+1
spin multiplicity	1

Atomic partial charges in e from the Mulliken method, atoms 1 to 5: C -0.197; C -0.409; N -0.209; N -0.374; H 0.334